DFT (ωB97M-V/def2-TZVPD) results for a single C25H34N6OS molecule at a distorted geometry.

Output
Structure (SMILES) ... Cc1ccccc1Cc1c(C)nc2nc(SCC(=O)NCCCN3CCCCC3)nn2c1C
Energy above the lowest of the compared OMol25 structures with the same formula, charge and spin ... 0.0 kcal per mole
LUMO level ... 0.008 Eh
Gap between HOMO and LUMO ... 8.751 eV
Charge ... 0
F_max ... 1.41 eV/A

The geometry in XYZ format:
```
67
Properties=species:S:1:pos:R:3:nbo_charge:R:1
C 0.0542 -2.0324 -5.2786 -0.652
C 0.5519 -3.0521 -4.2994 0.079
C 1.0917 -4.2463 -4.7565 -0.232
C 1.5562 -5.2077 -3.8770 -0.206
C 1.4807 -4.9808 -2.5155 -0.211
C 0.9453 -3.7943 -2.0463 -0.218
C 0.4826 -2.8220 -2.9219 -0.049
C -0.1141 -1.5274 -2.4156 -0.466
C 0.1006 -1.2921 -0.9494 -0.062
C -0.8902 -1.5904 -0.0324 0.270
N -0.6164 -1.3244 1.2575 -0.165
N -1.4005 -1.4733 2.3262 -0.347
C -0.6520 -1.0134 3.3217 0.182
N 0.5727 -0.5828 2.9612 -0.568
C 0.6025 -0.7779 1.6527 0.506
N 1.5639 -0.5206 0.7910 -0.451
C 1.3324 -0.7723 -0.4806 0.275
C 2.4572 -0.4816 -1.4181 -0.663
H 2.6905 -1.3629 -2.0130 0.235
H 2.1929 0.3285 -2.0976 0.225
H 3.3282 -0.1861 -0.8412 0.247
S -1.2419 -0.9888 4.9423 0.321
C 0.2020 -0.3045 5.8317 -0.609
H 1.0967 -0.7432 5.3952 0.250
H 0.0702 -0.6214 6.8650 0.255
C 0.2148 1.2214 5.7676 0.660
O -0.2369 1.9068 6.6602 -0.630
N 0.7909 1.7005 4.6520 -0.640
C 0.7787 3.1067 4.3195 -0.225
C -0.1375 3.4006 3.1283 -0.409
H -1.0948 2.9101 3.3069 0.204
H -0.3198 4.4734 3.0624 0.213
C 0.4823 2.9260 1.8137 -0.216
N -0.3997 3.1180 0.6717 -0.447
C -1.4769 2.1456 0.6442 -0.219
C -2.4562 2.4534 -0.4826 -0.404
C -1.7293 2.4200 -1.8210 -0.395
C -0.5618 3.3972 -1.7583 -0.407
C 0.3422 3.0621 -0.5763 -0.201
H 1.1561 3.7897 -0.5230 0.201
H 0.7906 2.0609 -0.7257 0.150
H -0.9463 4.4095 -1.6284 0.206
H 0.0205 3.3653 -2.6815 0.204
H -2.4076 2.6852 -2.6340 0.209
H -1.3530 1.4098 -2.0080 0.184
H -2.8752 3.4470 -0.3209 0.208
H -3.2714 1.7273 -0.4635 0.204
H -2.0043 2.1700 1.5986 0.209
H -1.0767 1.1232 0.5027 0.144
H 0.7925 1.8709 1.8977 0.169
H 1.3858 3.5154 1.6340 0.195
H 0.4195 3.6310 5.2083 0.238
H 1.8001 3.4330 4.0985 0.188
H 1.0552 1.0371 3.9290 0.433
C -2.2258 -2.1718 -0.3453 -0.678
H -2.8302 -1.4595 -0.9067 0.239
H -2.7351 -2.4021 0.5870 0.264
H -2.1186 -3.0776 -0.9394 0.241
H 0.3245 -0.6974 -2.9752 0.230
H -1.1852 -1.5306 -2.6342 0.229
H 0.8923 -3.6261 -0.9802 0.212
H 1.8362 -5.7229 -1.8167 0.215
H 1.9729 -6.1294 -4.2539 0.215
H 1.1477 -4.4253 -5.8207 0.208
H 0.6376 -1.1136 -5.2117 0.216
H 0.1316 -2.4101 -6.2946 0.221
H -0.9873 -1.7804 -5.0821 0.215
```

---

DFT (ωB97M-V/def2-TZVPD) results for C25H34NO3PSTeV as an isolated structure at a distorted geometry.

Output
Spin multiplicity ... 3
Energy above the lowest of the compared OMol25 structures with the same formula, charge and spin ... 30.4 kcal per mole
LUMO level (spin up / spin down) ... -0.158 / -0.146 Eh
Expectation value of S² ... 2.08
Gap between HOMO and LUMO (spin up / spin down) ... 6.068 / 6.451 eV
Charge ... +1
F_max ... 4.14 eV/A

The geometry in XYZ format:
```
67
Properties=species:S:1:pos:R:3:mulliken_spin:R:1
V -0.4038 0.4195 0.4373 2.289
C 2.5708 -1.3997 -0.1158 0.003
C 2.1940 -0.2568 -0.9897 0.036
C 2.9975 -0.1991 -2.1222 -0.006
C 2.9354 0.9338 -2.9433 0.013
C 1.7675 1.6956 -2.8746 -0.005
C 1.5871 2.7960 -3.7869 -0.003
C 0.6452 3.7535 -3.5536 0.001
C -0.3151 3.4830 -2.5658 0.005
C -0.2642 2.3442 -1.8238 0.018
S -1.5997 1.9928 -0.6162 -0.085
C 0.7890 1.4633 -1.8641 0.001
N 1.1863 0.6671 -0.8261 -0.075
H 3.5467 -1.3278 0.3223 0.004
H 2.5330 -2.4283 -0.5224 0.004
H 1.8117 -1.4102 0.7206 -0.017
H 3.7874 -0.9033 -2.0971 0.000
H 3.7198 1.1430 -3.6716 0.000
H 2.3461 3.0127 -4.5442 0.000
H 0.5013 4.5752 -4.2273 0.000
H -1.2157 4.1125 -2.5406 0.000
C -1.6057 -5.4358 -4.3624 0.000
C -1.5134 -4.5409 -3.1941 -0.008
C -2.3881 -3.5051 -2.8971 0.005
C -2.3509 -2.6991 -1.7419 0.019
C -3.4292 -1.7232 -1.5518 -0.004
C -1.3322 -2.9744 -0.8153 -0.007
Te -1.3051 -2.0354 1.1180 -0.164
C -0.5393 -4.1143 -0.9625 0.017
C 0.4198 -4.5178 0.1364 -0.008
C -0.6910 -4.9377 -2.1355 0.002
H -1.1698 -6.4986 -4.0638 0.000
H -1.0077 -5.1499 -5.2149 0.000
H -2.6868 -5.6678 -4.6194 0.000
H -3.0066 -3.0973 -3.6870 0.001
H -4.3151 -2.0358 -0.8986 -0.001
H -3.8763 -1.5114 -2.5466 -0.001
H -3.0497 -0.8401 -1.0571 0.005
H 1.0158 -3.6884 0.6499 0.001
H 0.9800 -5.4828 -0.0994 -0.001
H -0.2993 -4.8749 0.8900 0.001
H -0.0393 -5.7863 -2.1853 0.000
C -3.5320 3.1682 4.0355 -0.001
C -1.9778 3.1287 4.0425 -0.001
O -1.4577 1.8026 3.4335 0.027
P -0.1618 1.6970 2.4713 -0.080
O 1.0336 1.1961 3.5261 0.009
C 1.5928 -0.1525 3.2817 0.013
C 1.3482 -1.0553 4.4716 0.000
O 0.1583 3.2220 2.2099 0.001
C 1.2563 3.7117 1.2998 0.021
C 1.7330 4.9940 1.9970 0.001
H -3.9898 3.9979 3.4764 0.000
H -3.8405 3.2692 5.1145 0.000
H -3.9219 2.1787 3.6787 0.000
H -1.6304 2.9977 5.0911 0.000
H -1.5862 4.0452 3.6484 0.001
H 2.5681 0.1515 3.0754 -0.006
H 1.0199 -0.6084 2.4286 -0.022
H 2.1907 -0.8942 5.0916 0.000
H 1.3513 -2.1699 4.1978 0.000
H 0.3961 -0.8011 4.9737 0.000
H 0.7701 3.8378 0.3992 -0.005
H 2.0213 2.9635 1.1912 0.002
H 0.9494 5.7052 2.1126 0.000
H 2.4534 5.4515 1.2383 0.000
H 2.3252 4.8125 2.9569 0.000
```

---

DFT (ωB97M-V/def2-TZVPD) results for C25H35As2N2OTi as an isolated structure.

Output
Spin multiplicity ... 3
Energy above the lowest of the compared OMol25 structures with the same formula, charge and spin ... 22.4 kcal per mole
LUMO level (spin up / spin down) ... -0.107 / -0.099 Eh
Expectation value of S² ... 2.04
Gap between HOMO and LUMO (spin up / spin down) ... 5.469 / 8.115 eV
Charge ... +1
F_max ... 0.74 eV/A

The geometry in XYZ format:
```
66
Properties=species:S:1:pos:R:3:mulliken_spin:R:1
Ti 1.0082 0.1837 -0.7144 1.420
C 0.9380 1.3171 3.1680 0.007
As 1.0443 -0.1473 1.9206 -0.009
C 2.4712 -1.1977 2.7173 0.013
C -0.5139 -1.2354 2.3460 0.002
C -1.1234 -1.1562 3.5930 -0.002
C -2.2147 -1.9595 3.8942 0.001
C -2.6953 -2.8575 2.9535 0.000
C -2.0935 -2.9432 1.7061 0.001
C -1.0084 -2.1315 1.3949 0.013
As -0.2271 -2.1698 -0.3814 0.011
C -1.6369 -2.8725 -1.4871 0.007
C 1.0044 -3.6734 -0.2820 0.003
H 0.9497 0.9323 4.1863 -0.001
H 0.0354 1.8960 2.9852 0.000
H 1.8069 1.9564 3.0183 0.001
H 2.0882 -1.6986 3.6048 -0.001
H 3.2823 -0.5256 2.9949 -0.001
H 2.8538 -1.9319 2.0125 -0.003
H -0.7630 -0.4631 4.3418 0.000
H -2.6862 -1.8822 4.8647 0.000
H -3.5441 -3.4863 3.1867 0.000
H -2.4931 -3.6390 0.9796 0.000
H -1.8904 -3.8805 -1.1642 0.000
H -1.2806 -2.9012 -2.5158 0.000
H -2.5018 -2.2110 -1.4301 0.002
H 0.5335 -4.4749 0.2845 -0.001
H 1.9343 -3.3825 0.2013 -0.002
H 1.2256 -4.0145 -1.2925 0.000
O 1.1922 -0.1377 -2.8717 0.011
C 2.4577 0.4802 -3.3114 -0.002
C 3.4022 0.3865 -2.1724 0.231
C 4.7088 -0.0072 -2.3197 -0.088
C 5.5975 0.0751 -1.2514 0.288
C 5.1249 0.6293 -0.0530 -0.107
C 3.8153 0.9902 0.0710 0.230
N 2.8821 0.8020 -0.9420 0.041
H 0.4851 0.0718 -3.4942 0.001
H 2.2321 1.5208 -3.5583 0.019
H 2.8366 -0.0429 -4.1868 0.006
H 5.0422 -0.3482 -3.2918 -0.006
H 6.6293 -0.2234 -1.3596 0.021
H 5.7932 0.8037 0.7793 -0.006
H 3.4481 1.4656 0.9720 0.008
C -4.5156 0.9818 -1.9053 0.001
N -3.3153 0.3679 -1.3641 0.001
C -3.3260 0.4094 0.0852 0.002
C -2.0700 0.8568 -1.9456 0.012
C -1.4126 2.0543 -1.2844 -0.059
C -2.0455 3.2963 -1.3401 -0.003
C -1.5127 4.3925 -0.6823 0.005
C -0.3258 4.2566 0.0278 0.008
C 0.3127 3.0260 0.0576 0.042
C -0.1986 1.8895 -0.5940 -0.107
H -5.3907 0.4231 -1.5706 0.000
H -4.4966 0.9500 -2.9946 0.000
H -4.6535 2.0250 -1.5872 0.000
H -4.1568 -0.1882 0.4655 0.000
H -3.4250 1.4287 0.4859 0.001
H -2.4009 -0.0013 0.4882 0.006
H -2.2649 1.0537 -3.0042 -0.001
H -1.3453 0.0221 -1.9216 -0.017
H -2.9631 3.4119 -1.9055 0.000
H -2.0135 5.3508 -0.7278 0.001
H 0.1035 5.1105 0.5368 -0.001
H 1.2652 2.9669 0.5833 0.002
```

---

Question: Which value of charge does entry 1 give?
Answer: 0

---

Question: Among the records above, which one has the highest energy above the lowest of the compared OMol25 structures with the same formula, charge and spin?
Answer: C25H34NO3PSTeV